# 1
Formula: CH3ClOS
Source: the OMol25 dataset
Level of theory: ωB97M-V/def2-TZVPD

Results
- orbital gap (eV) = 10.07
- HOMO energy (eV) = -9.51
- ΔE to the lowest compared entry with this formula, charge and spin (kJ/mol) = 5.8
- LUMO energy (eV) = 0.55
- 2S+1 = 1

Structure (XYZ):
```
7
Properties=species:S:1:pos:R:3:forces:R:3
Cl -1.98940 0.93191 1.20681 -1.40 1.01 0.06
S 0.22393 -0.76488 0.85367 1.34 -0.76 -0.59
O 1.03857 -0.10292 -1.58325 0.03 0.11 0.11
C 1.30421 -0.14933 -0.41407 -0.15 -0.38 0.17
H -0.77462 -1.06594 0.00363 0.28 -0.06 0.10
H -2.06882 0.95841 -0.07619 0.01 0.06 0.20
H 2.26613 0.19276 0.00940 -0.09 0.02 -0.05
```
Positions in Å, forces in eV/Å.

These are the natural (NBO) partial charges, in e, on atoms 1 to 6:
1 Cl -0.258
2 S 0.006
3 O -0.542
4 C 0.253
5 H 0.134
6 H 0.269

=====

# 2
Formula: C9H20BF4IS
Source: the OMol25 dataset
Level of theory: ωB97M-V/def2-TZVPD

Results
- orbital gap (eV) = 4.77
- HOMO energy (eV) = -9.40
- LUMO energy (eV) = -4.63
- 2S+1 = 1

Structure (XYZ):
```
36
Properties=species:S:1:pos:R:3:forces:R:3
I -2.11305 4.43058 1.04587 -0.74 -0.77 -0.73
S -3.19370 3.10341 -0.73558 0.17 -0.29 -0.24
F 6.81992 2.84651 -0.48945 -1.70 0.23 0.25
F 4.92366 2.22737 0.79789 0.28 0.73 -1.04
F 5.17512 4.46892 0.05705 0.13 -1.52 -0.34
F 4.67573 2.75167 -1.50435 0.59 0.27 1.27
C -2.45833 -1.79892 -0.04910 0.16 -0.51 0.44
C -2.79449 0.73623 1.00943 0.47 0.60 0.84
C -2.29945 -0.80881 1.24814 -0.67 -0.42 0.52
C -1.21305 -1.75792 -1.11414 -0.19 -0.81 -0.89
C 0.90220 -2.26120 0.59859 -0.57 -0.39 0.19
C -2.64772 1.28388 -0.52886 0.52 -1.69 1.63
C 0.06186 -2.71554 -0.73362 0.67 0.33 -0.62
C 1.34533 -0.68366 0.63905 0.59 -0.20 0.67
C 2.45758 -0.24206 -0.48112 -0.49 1.44 0.47
B 5.39866 3.07360 -0.28473 0.44 0.20 -0.13
H 1.80194 -0.49017 1.72480 -1.00 -0.44 -2.35
H 0.24695 -2.54440 1.55194 1.39 0.71 -1.89
H -2.53815 -2.91397 0.36977 0.25 2.42 -0.94
H -0.79464 -0.69164 -1.35382 -0.91 -1.86 0.63
H -3.27874 0.59189 -1.23055 1.21 1.76 0.94
H 1.86447 0.34449 -1.33157 1.53 -1.53 1.46
H -4.60138 3.20775 -0.62404 1.45 -0.44 0.60
H -1.48793 1.29422 -0.78137 -2.60 0.24 0.14
H 1.86500 -2.93689 0.66057 -1.84 1.44 -0.14
H -1.22638 -0.77874 1.71929 -2.05 -0.26 -1.29
H 0.43613 0.06074 0.53639 1.58 -1.60 0.24
H -2.08606 1.41939 1.68352 -1.65 -1.38 -1.44
H -1.64478 -2.17640 -2.14533 0.95 0.93 2.15
H -0.27517 -3.84741 -0.68186 0.61 2.34 0.09
H -3.88493 0.84035 1.43018 1.98 -0.02 -1.14
H -3.01127 -1.25731 2.09476 1.53 1.12 -1.79
H 3.14545 0.58878 0.03034 -1.26 -1.92 -1.32
H 0.82410 -2.64495 -1.64704 -1.71 -0.13 1.85
H 3.11642 -1.11214 -0.90278 -1.41 1.67 0.83
H -3.51125 -1.60764 -0.57827 2.28 -0.25 1.07
```
Positions in Å, forces in eV/Å.

These are the natural (NBO) partial charges, in e, on atoms 1 to 6:
1 I 0.322
2 S 0.292
3 F -0.587
4 F -0.598
5 F -0.592
6 F -0.595

=====

# 3
Formula: C10H11F9N2O5S3
Source: the OMol25 dataset
Level of theory: ωB97M-V/def2-TZVPD

Results
- orbital gap (eV) = 9.92
- HOMO energy (eV) = -9.80
- LUMO energy (eV) = 0.12
- 2S+1 = 1

Structure (XYZ):
```
40
Properties=species:S:1:pos:R:3:forces:R:3
S 2.41927 2.58610 -0.51294 0.79 1.50 0.48
S -0.67686 -0.96401 2.67647 1.19 0.04 0.12
S -4.12191 -0.43271 -1.83181 0.38 0.30 -0.44
F 4.10830 1.23976 -1.98106 -0.32 -0.10 -0.38
F 1.47235 1.63054 0.30835 -0.29 -0.40 -0.19
F 1.33760 3.72116 -0.39792 -0.15 0.00 0.04
F 3.36514 3.60391 -1.28269 0.03 -0.03 -0.18
F 1.76885 2.16534 -1.88658 -0.29 -0.51 -0.10
F 3.05412 3.08495 0.84741 -0.14 -0.12 0.20
F 3.26772 -0.26057 1.07158 -0.38 0.57 0.41
F 4.84180 1.68211 -0.03099 0.04 0.22 0.40
F 4.55888 -0.86835 -0.51946 0.26 0.16 -0.02
O -0.71494 -1.46142 3.98662 -0.20 -0.98 0.61
O -1.60723 -1.78990 1.70049 -0.16 -0.49 0.16
O 0.70397 -1.42347 1.96509 -0.82 0.50 0.29
O -3.66722 1.94369 -0.46473 0.60 0.76 -0.23
O -0.80968 0.43610 2.52074 -0.48 0.54 -0.87
N -4.91417 1.62350 1.28357 -1.68 -1.34 1.55
N -5.04130 0.51740 0.44710 -0.53 0.24 1.01
C -4.28885 0.76647 -0.54656 -0.13 -1.33 -0.81
C 2.30831 -0.85293 -1.04236 -0.16 -0.53 0.11
C -3.16154 -1.66651 -0.88854 0.15 0.81 0.72
C 0.41050 -1.37538 0.58257 0.78 -0.94 -1.46
C -4.13137 2.41872 0.73460 1.32 0.86 -1.16
C 3.76140 1.28425 -0.69091 0.44 -0.37 -0.05
C 3.41476 -0.15787 -0.25295 0.16 -0.97 -0.75
C -0.98108 -2.03752 0.39008 -0.10 1.87 0.79
C 1.59198 -1.94916 -0.22346 -0.48 0.57 -0.31
C -1.76267 -1.14594 -0.57399 -0.08 -0.93 -0.72
H 2.79872 -1.36443 -1.86736 0.19 0.25 -0.11
H -3.14675 -2.61167 -1.42190 -0.17 0.01 -0.20
H -3.78727 3.36395 1.10666 0.12 0.17 -0.18
H -1.18573 -1.02614 -1.49829 -0.03 0.00 -0.02
H -3.69219 -1.76271 0.05726 -0.13 -0.39 -0.05
H 0.25752 -0.37912 0.16660 0.15 0.43 0.90
H 1.58952 -0.16757 -1.48600 0.03 0.09 0.13
H -0.99693 -3.10688 0.20304 0.01 -0.07 0.04
H -1.85019 -0.16392 -0.11217 0.15 0.04 0.08
H 1.19793 -2.65283 -0.95819 0.08 -0.22 0.14
H 2.30919 -2.44690 0.42261 -0.15 -0.24 0.08
```
Positions in Å, forces in eV/Å.

These are the natural (NBO) partial charges, in e, on atoms 1 to 6:
1 S 2.377
2 S 2.566
3 S 0.257
4 F -0.301
5 F -0.460
6 F -0.439

=====

# 4
Formula: C39H56F3N5P2RhS
Source: the OMol25 dataset
Level of theory: ωB97M-V/def2-TZVPD

Results
- orbital gap (spin up / spin down) (eV) = 5.57 / 5.57
- charge = +1
- HOMO energy (spin up / spin down) (eV) = -9.17 / -9.17
- LUMO energy (spin up / spin down) (eV) = -3.59 / -3.59
- 2S+1 = 1

Structure (XYZ):
```
107
Properties=species:S:1:pos:R:3:forces:R:3
Rh 0.63876 0.11577 -0.40973 0.73 0.91 -0.81
S -0.78992 -1.61750 -0.28329 0.05 -0.20 -0.05
P -0.89326 1.04838 -2.01826 -0.32 -0.62 0.39
P 2.05949 -0.09412 1.52006 -0.43 -0.43 0.13
F -3.98300 -4.63948 -0.20599 0.04 0.07 -0.04
F -3.41484 -2.94848 -1.42862 0.02 -0.06 0.03
F -1.90236 -4.30563 -0.67167 -0.09 0.05 0.02
N 2.33046 0.02030 -1.81026 0.15 -0.40 -0.03
N 2.46704 2.28332 -2.16744 0.05 0.04 0.20
N -1.88639 -1.06938 2.11315 -0.13 -0.06 0.00
N 4.02587 0.90825 -3.18737 0.01 0.02 -0.03
N -0.41354 1.29467 0.74191 -0.52 0.33 0.39
C 3.89374 0.08524 1.26128 0.03 0.03 -0.14
C 4.82890 -0.20701 2.43910 0.02 -0.04 -0.03
C -1.72949 3.20844 -3.62796 0.03 0.09 -0.01
C -1.93998 -1.83438 1.03652 0.03 0.24 -0.16
C -3.60124 1.50690 -1.12209 0.10 -0.06 0.00
C -2.79355 -1.24562 3.07675 0.03 0.04 0.00
C 0.81327 -1.27289 3.74157 0.03 -0.04 0.07
C 1.62635 3.20213 3.93703 -0.02 0.06 -0.01
C 1.91500 -1.50597 2.71231 0.07 0.05 0.04
C -3.85511 -2.99680 1.89638 0.01 -0.05 0.04
C 2.82325 -1.33633 -2.08543 0.08 0.06 0.13
C -2.24798 1.31458 -0.83803 -0.06 0.09 -0.05
C 2.09631 2.03375 3.37234 -0.09 -0.10 -0.02
C 2.94196 1.02615 -2.38551 0.04 -0.10 -0.15
C -4.04728 1.92700 1.17857 -0.04 -0.04 -0.07
C -5.98208 1.97950 -0.44481 0.01 0.00 0.00
C -2.71311 1.74997 1.48262 -0.02 0.03 -0.04
C 4.24433 1.46468 0.70349 -0.02 0.00 0.06
C -1.31454 0.05531 -3.53591 -0.01 -0.02 0.00
C -3.79492 -2.18881 3.02446 0.01 -0.02 -0.03
C 4.57694 2.08646 -3.84937 -0.06 -0.04 0.01
C -2.93077 -2.83273 0.88535 -0.04 0.02 -0.04
C -0.46795 3.77307 -1.54458 0.02 0.01 -0.04
C 1.44397 1.40062 2.30750 0.02 0.08 0.07
C -0.61801 2.75655 -2.68166 0.07 0.00 0.06
C 4.31516 -1.35224 -2.35659 0.00 -0.03 -0.04
C -3.05390 -3.68344 -0.35390 0.06 0.01 0.01
C -2.79819 -0.05383 -3.88926 -0.02 0.03 -0.02
C 2.35315 3.88501 5.06439 -0.03 0.00 -0.01
C 0.24420 1.92670 1.79275 -0.15 -0.15 0.03
C -4.52073 1.81027 -0.12908 -0.01 0.03 0.07
C -1.78513 1.46443 0.47773 0.25 0.00 0.21
C -0.21491 3.13993 2.34603 0.11 -0.06 -0.04
C 4.60053 3.24514 -2.87164 0.02 0.01 0.01
C 3.17828 3.53469 -2.43640 -0.08 -0.04 -0.07
C 4.59641 -0.39851 -3.49687 -0.01 0.04 0.01
C -0.70750 -1.34950 -3.55373 0.02 0.01 0.01
C 0.46108 3.74389 3.38315 0.03 0.04 0.03
C 1.76142 -2.84014 1.97853 0.03 0.02 -0.02
H 0.07176 4.67514 3.77992 0.01 0.00 0.01
H -2.89470 -0.64484 -4.80218 0.00 0.00 0.00
H -4.74569 2.14411 1.97903 0.00 0.00 0.00
H 3.71226 1.68328 -0.21493 -0.06 0.06 -0.04
H -0.66571 -1.70457 -4.58556 -0.01 0.02 0.01
H -0.12392 -1.00689 3.25982 0.06 0.01 0.01
H 2.99408 1.58490 3.78161 0.02 -0.01 -0.02
H -4.50304 -2.29478 3.83308 -0.01 0.00 -0.01
H 0.21692 3.46184 -0.75296 0.03 -0.03 0.01
H 4.09065 -0.66626 0.48719 0.01 0.03 0.03
H 3.15752 4.14758 -1.53468 0.01 0.00 0.00
H 1.07606 -0.47770 4.43926 0.03 0.00 0.00
H 5.31628 1.51939 0.50114 -0.01 -0.02 -0.03
H 2.29796 -1.75921 -2.94632 -0.03 -0.02 0.00
H -6.13498 2.20126 -1.50069 0.00 0.00 0.00
H 0.31976 2.69762 -3.24020 -0.03 -0.03 -0.04
H 1.65474 4.31427 5.78264 -0.01 -0.01 0.00
H 2.99559 3.18555 5.59861 0.01 0.00 0.00
H 4.79175 0.57996 3.19184 -0.05 0.00 0.03
H -3.27493 0.90776 -4.06988 0.01 0.01 0.02
H 2.42297 -2.92434 1.11156 0.04 0.01 0.03
H 5.21241 2.96874 -2.01075 0.02 0.01 0.00
H 3.98662 2.34157 -4.73658 0.01 0.01 -0.01
H -0.80715 0.63453 -4.31661 0.00 0.03 0.02
H -1.49489 4.21307 -3.98630 -0.03 0.00 0.00
H 4.00127 2.24464 1.42738 0.03 -0.01 0.00
H 0.65548 -2.19050 4.31339 0.02 0.00 0.01
H 0.29903 -1.37198 -3.14415 0.05 0.03 0.01
H -1.10458 3.60613 1.94918 0.00 0.02 -0.01
H -1.43325 3.94666 -1.06647 0.00 -0.01 0.00
H 2.00121 -3.66047 2.65715 -0.02 0.01 0.00
H 2.57437 -1.96492 -1.22800 0.00 0.01 0.00
H 1.76724 2.32423 -1.44222 -0.05 0.01 -0.06
H 4.65629 -1.16196 2.92729 0.01 -0.02 -0.03
H -3.95988 1.41109 -2.13611 0.00 0.00 -0.02
H 4.18122 -0.78521 -4.43339 0.00 0.00 0.00
H -1.83398 2.56758 -4.50135 0.01 0.00 0.00
H -0.11811 4.72620 -1.94592 -0.01 0.00 -0.01
H -2.68908 3.26153 -3.11180 -0.01 -0.02 0.01
H -4.62033 -3.75415 1.79967 0.00 0.01 0.01
H 5.58091 1.83400 -4.18540 0.01 0.00 0.02
H -3.34120 -0.57586 -3.10107 0.00 -0.01 0.00
H 2.98263 4.69862 4.69762 -0.01 0.00 -0.01
H -2.70137 -0.58605 3.93404 0.02 -0.01 0.00
H 4.64760 -2.35640 -2.61873 -0.01 -0.01 0.01
H 5.85117 -0.23032 2.05592 0.01 0.03 0.02
H 2.64972 4.08285 -3.22139 0.01 0.01 0.00
H -1.31656 -2.04660 -2.98396 -0.02 -0.02 0.03
H -6.41823 2.79045 0.13817 -0.01 0.01 0.00
H 5.03868 4.13021 -3.33078 -0.01 0.00 0.00
H 2.86463 -1.53485 3.24263 -0.01 0.05 0.04
H -6.54357 1.07186 -0.21391 0.01 -0.01 0.01
H 5.66831 -0.26333 -3.64220 0.00 0.00 0.00
H 4.86302 -1.03389 -1.46623 0.03 0.00 -0.04
H 0.74351 -2.97650 1.62298 -0.07 0.01 -0.05
H -2.37857 1.81514 2.50829 -0.03 -0.01 -0.01
```
Positions in Å, forces in eV/Å.

These are the Löwdin partial charges, in e, on atoms 1 to 6:
1 Rh 0.557
2 S 0.778
3 P 1.049
4 P 1.054
5 F 0.142
6 F 0.120

=====

# 5
Formula: C20H14Br2N2
Source: the OMol25 dataset
Level of theory: ωB97M-V/def2-TZVPD

Results
- orbital gap (eV) = 8.05
- charge = +2
- HOMO energy (eV) = -14.43
- ΔE to the lowest compared entry with this formula, charge and spin (kJ/mol) = 0.0
- LUMO energy (eV) = -6.38
- 2S+1 = 1

Structure (XYZ):
```
38
Properties=species:S:1:pos:R:3:forces:R:3
Br -4.61961 0.24374 1.06248 0.03 -0.98 -1.45
Br 4.69756 -0.95686 -1.51659 -0.10 -0.03 0.85
N -3.77042 -1.17812 -1.31521 4.44 1.48 0.08
N 3.81964 -0.99372 1.18155 1.10 1.76 -0.04
C -3.76911 -1.55882 -2.59243 -4.91 -1.51 -2.17
C 2.50865 -1.21449 0.65462 -2.28 -0.32 -0.05
C 0.73888 -2.73756 0.04405 1.32 0.85 0.20
C 5.17546 -0.15604 3.04516 -2.04 0.24 1.43
C -0.64210 0.73691 -0.14056 -1.56 -1.51 -0.71
C 0.25216 -0.32352 0.09146 2.41 0.22 0.61
C 6.17892 -0.44091 0.90125 -3.38 -0.52 -0.65
C -0.15656 -1.65415 -0.15344 -0.23 0.36 -0.43
C -6.06139 -0.89501 -1.12006 -2.11 1.56 0.86
C 6.24581 -0.00968 2.21330 1.14 -0.64 -1.27
C -1.45114 -1.91227 -0.62600 -2.05 -0.29 -0.75
C -2.41768 -0.91188 -0.84595 3.74 -1.03 1.13
C 3.97615 -0.66434 2.48441 -0.20 0.37 3.63
C 1.64836 -0.14774 0.52957 -0.32 0.16 -0.53
C 2.04969 -2.54535 0.41484 -1.30 0.57 0.60
C -5.07410 -1.73937 -3.14892 0.34 0.32 0.67
C -4.78481 -0.67547 -0.66008 -2.03 0.61 2.70
C 4.86273 -0.74993 0.35470 2.86 -0.65 0.05
C -1.88916 0.36478 -0.65780 -0.42 1.64 1.11
C -6.23365 -1.44495 -2.35572 1.42 -0.79 -1.43
H -2.90489 -1.82585 -3.17858 0.42 0.23 0.57
H 7.02949 -0.61153 0.28311 0.41 0.54 -0.49
H 5.25616 0.17064 4.16287 -0.50 -0.84 -2.32
H -5.21772 -2.06648 -4.18225 0.30 0.05 0.43
H 2.05220 0.86508 0.65885 -0.35 -0.37 0.12
H 0.40408 -3.73803 -0.06536 -0.42 -0.70 -0.13
H -1.66925 -2.94061 -0.89260 -0.19 -0.11 0.26
H 7.20443 0.35361 2.51194 0.38 0.18 0.63
H 3.11260 -0.78530 3.24042 1.17 -0.04 -1.93
H -6.99594 -0.47476 -0.60105 1.85 -0.85 -0.45
H -0.54425 1.79656 0.08695 0.65 -0.38 -0.10
H 2.56219 -3.41069 0.77195 0.85 -0.31 -0.27
H -2.55565 1.18836 -0.69586 -0.71 0.69 -0.53
H -7.24571 -1.63070 -2.70646 0.30 0.05 -0.24
```
Positions in Å, forces in eV/Å.

These are the natural (NBO) partial charges, in e, on atoms 1 to 6:
1 Br 0.191
2 Br 0.225
3 N -0.331
4 N -0.348
5 C 0.074
6 C 0.113

=====

# 6
Formula: CH2ClN2O3
Source: the OMol25 dataset
Level of theory: ωB97M-V/def2-TZVPD

Results
- orbital gap (eV) = 8.67
- charge = -1
- HOMO energy (eV) = -4.84
- ΔE to the lowest compared entry with this formula, charge and spin (kJ/mol) = 244.4
- LUMO energy (eV) = 3.83
- 2S+1 = 1

Structure (XYZ):
```
9
Properties=species:S:1:pos:R:3:forces:R:3
Cl 1.63357 1.97939 0.46386 -0.31 0.08 -0.51
O 1.41232 -1.42092 -0.32614 -0.21 0.37 -1.35
O -0.96356 1.34348 -1.00722 2.76 2.82 0.62
O 1.09793 -0.64784 1.79600 -0.53 0.51 0.68
N -1.26169 -0.52458 0.06889 -0.60 -0.36 -1.88
N -1.32784 0.13902 -1.01526 -2.47 -4.45 0.74
C 1.16175 -0.87399 0.66617 1.17 -1.25 1.18
H -0.06053 1.50130 -0.46156 -0.85 0.18 0.19
H -1.69195 -1.49585 -0.18476 1.04 2.10 0.32
```
Positions in Å, forces in eV/Å.

These are the natural (NBO) partial charges, in e, on atoms 1 to 6:
1 Cl -0.842
2 O -0.574
3 O -0.548
4 O -0.529
5 N -0.488
6 N 0.127

=====

For the records above, the corresponding largest force on an atom values read 1.724, 2.647, 2.643, 1.422, 5.574, 5.140 eV/Å.
For the records above, the corresponding total energy values read -973.48853, -1475.05728, -2966.61583, -3284.44124, -6027.45942, -834.76733 Eh.